Arrangement 1

Below is a molecular structure, CH4N3, with properties calculated with wB97M-V/def2-TZVPD.

```
! RIJCOSX wB97M-V def2-TZVPD def2/J DEFGRID3
* xyz 1 1
C 0.28665 0.01763 0.56110
N 0.70530 -2.42066 0.50621
N 0.46627 -1.30273 0.42064
N -0.54198 0.56281 -1.01801
H 1.15153 0.62256 0.65537
H -0.66592 0.17886 1.05871
H 0.12318 1.32943 -1.31624
H -1.52502 1.01210 -0.86779
*
```

Summary:
- Gap between HOMO and LUMO (alpha / beta): 8.81 / 8.81 eV

Atomic partial charges in e from the Löwdin method, atoms 1 to 6: atom 1 (C): -0.03, atom 2 (N): 0.46, atom 3 (N): 0.06, atom 4 (N): 0.06, atom 5 (H): 0.13, atom 6 (H): 0.14

---

Arrangement 2

Below is a gas-phase ion, CH4N3 (charge +1), with properties calculated with wB97M-V/def2-TZVPD.

```
! RIJCOSX wB97M-V def2-TZVPD def2/J DEFGRID3
* xyz 1 1
N -1.28816 -0.09751 0.17527
C 0.21137 0.04380 0.07054
N 1.29558 0.83552 0.01174
N 1.26763 -0.70962 0.23360
H -1.79083 0.63890 -0.32193
H -1.50217 -1.04164 0.23968
H 1.48803 1.35132 0.76058
H 1.73700 -1.33695 -0.43074
*
```

Summary:
- Gap between HOMO and LUMO: 11.31 eV

Atomic partial charges in e from the Löwdin method, atoms 1 to 6: atom 1 (N): 0.25, atom 2 (C): -0.21, atom 3 (N): 0.25, atom 4 (N): 0.23, atom 5 (H): 0.14, atom 6 (H): 0.09

---

Arrangement 3

Below is a gas-phase ion, CH4N3 (charge +1), with properties calculated with wB97M-V/def2-TZVPD.

```
! RIJCOSX wB97M-V def2-TZVPD def2/J DEFGRID3
* xyz 1 1
N 2.12526 0.28520 -0.11536
N 1.17643 -0.23061 0.00704
C -0.14638 -0.59107 0.00380
N -0.85988 0.57818 -0.06338
H -0.32756 -1.16872 1.09057
H -0.19359 -1.34210 -0.82150
H -0.92741 1.25960 0.71330
H -0.84688 1.20952 -0.81447
*
```

Summary:
- Gap between HOMO and LUMO: 10.43 eV

Atomic partial charges in e from the Löwdin method, atoms 1 to 6: atom 1 (N): 0.43, atom 2 (N): 0.08, atom 3 (C): -0.24, atom 4 (N): 0.07, atom 5 (H): 0.24, atom 6 (H): 0.18

---

Most stable = arrangement 3

---

Arrangement 1

Below is a single C5H9N3 molecule, with properties calculated with wB97M-V/def2-TZVPD.

```
! RIJCOSX wB97M-V def2-TZVPD def2/J DEFGRID3
* xyz 0 1
C -0.92740 1.29453 -1.51561
C 1.28004 -0.33802 0.63219
C -0.27264 -0.77803 0.14926
N 1.35665 1.00861 0.87566
C -0.78745 -0.17431 -1.20795
C -0.98303 -1.21668 1.21722
N 0.41514 -0.88605 -1.11888
N 2.16627 -1.17247 0.94508
H 0.52368 1.45860 1.21931
H 2.21805 1.28584 1.32377
H 2.04459 -2.07757 0.50101
H -1.60149 -0.80089 -1.58968
H -0.48595 -1.57615 2.10796
H -2.04608 -1.02938 1.27667
H -0.89850 1.45062 -2.59679
H -1.88235 1.68421 -1.15468
H -0.11952 1.86711 -1.06455
*
```

Summary:
- Gap between HOMO and LUMO (alpha / beta): 7.84 / 7.84 eV

Atomic partial charges in e from the Löwdin method, atoms 1 to 6: atom 1 (C): -0.06, atom 2 (C): -0.47, atom 3 (C): -0.41, atom 4 (N): 0.13, atom 5 (C): -0.31, atom 6 (C): 0.09

---

Arrangement 2

Below is 2 unconnected molecules or ions with the total composition C5H9N3, with properties calculated with wB97M-V/def2-TZVPD.

```
! RIJCOSX wB97M-V def2-TZVPD def2/J DEFGRID3
* xyz 0 1
C 1.48443 -0.74384 0.08754
C 0.94899 -1.61405 1.19034
C -1.69993 -0.84609 -0.87971
C -0.65010 1.53863 -0.48672
C -0.89599 0.35292 -0.62987
N -0.56115 2.88951 -0.52321
N 1.83618 1.59084 0.37675
N 1.91249 0.45090 0.37629
H 1.99767 -1.21253 -0.73470
H -1.36702 3.37379 -0.14819
H 0.31570 3.25196 -0.17139
H 1.74432 -2.04997 1.82948
H 0.28480 -1.03059 1.82607
H 0.40767 -2.44941 0.75039
H -2.10846 -1.26101 0.04606
H -2.54008 -0.61476 -1.54143
H -1.10951 -1.62630 -1.36770
*
```

Summary:
- Gap between HOMO and LUMO: 8.77 eV

Atomic partial charges in e from the Löwdin method, atoms 1 to 6: atom 1 (C): -0.22, atom 2 (C): -0.10, atom 3 (C): -0.13, atom 4 (C): -0.21, atom 5 (C): -0.12, atom 6 (N): 0.04

---

Arrangement 3

Below is a single C5H9N3 molecule, with properties calculated with wB97M-V/def2-TZVPD.

```
! RIJCOSX wB97M-V def2-TZVPD def2/J DEFGRID3
* xyz 0 1
C 0.15973 2.07102 -0.25620
C -0.38885 0.79096 0.38850
N -1.81931 0.48736 -0.09614
N -2.04589 -0.86737 -0.03427
C -0.93233 -1.50440 -0.09236
C 0.25232 -0.61415 -0.00737
C 1.55130 -0.96908 -0.05897
N 2.63896 -0.13494 0.07197
H 1.02683 2.45123 0.21822
H 0.40550 1.95395 -1.33953
H -0.62453 2.83998 -0.16246
H -0.43597 0.92609 1.50092
H -2.53926 1.00463 0.45757
H -1.05287 -2.53772 -0.06669
H 1.86433 -1.92601 -0.32380
H 3.57247 -0.57540 0.00533
H 2.51415 0.82170 0.27797
*
```

Summary:
- Gap between HOMO and LUMO: 8.12 eV

Atomic partial charges in e from the Löwdin method, atoms 1 to 6: atom 1 (C): -0.08, atom 2 (C): -0.28, atom 3 (N): -0.07, atom 4 (N): -0.02, atom 5 (C): -0.14, atom 6 (C): -0.16

---

Most stable = arrangement 3